P:
Entry from the OMol25 dataset: a molecular structure, C13H32GeNSn (wB97M-V/def2-TZVPD).

```
48
Properties=species:S:1:pos:R:3:lowdin_charge:R:1
Sn 1.1154 -1.3976 -2.6615 1.2278
N 2.7561 0.2080 -2.1008 -0.0245
H 3.7007 -0.1285 -2.2672 0.0696
H 2.6811 0.4563 -1.1145 0.0367
H 2.6427 1.0777 -2.6176 0.0594
C 1.1692 -4.1182 2.3000 -0.1051
C 2.0682 -2.8904 2.2281 -0.2663
C 1.3152 -1.5987 1.9161 -0.2918
C 0.6520 -1.5900 0.5347 -0.3475
Ge -0.1476 0.1359 -0.0186 0.8558
C -1.8080 0.6180 0.8924 -0.2950
C -1.9290 0.4845 2.4170 -0.2711
C -1.3852 1.6668 3.2153 -0.2622
C 0.1316 1.8035 3.2111 -0.1094
H 1.7324 -4.9976 2.6095 0.0758
H 0.7130 -4.3514 1.3364 0.0642
H 0.3644 -3.9694 3.0227 0.0807
H 2.8471 -3.0447 1.4731 0.1059
H 2.5899 -2.7662 3.1792 0.1107
H 1.9978 -0.7477 1.9979 0.1025
H 0.5450 -1.4406 2.6756 0.0934
H -0.0934 -2.3852 0.4549 0.0752
H 1.4553 -1.8667 -0.1834 -0.0033
H 0.9999 1.1690 0.1152 -0.0004
H -2.5500 -0.0260 0.4106 0.0715
H -2.0589 1.6392 0.5893 0.0680
H -1.4569 -0.4407 2.7602 0.0925
H -2.9898 0.3758 2.6532 0.1102
H -1.7273 1.5668 4.2475 0.1099
H -1.8390 2.5875 2.8363 0.1093
H 0.6081 0.9007 3.5987 0.0668
H 0.4487 2.6361 3.8387 0.0767
H 0.5259 1.9908 2.2108 0.0329
C -0.4528 0.7412 -4.3067 -0.1054
C -0.8652 1.0548 -2.8623 -0.7031
C -2.3821 1.2619 -2.8210 -0.0496
C -0.1914 2.3546 -2.4238 -0.0729
C -0.4829 -0.1431 -1.9521 -0.5737
H -0.7536 1.5249 -5.0037 0.0993
H -0.9041 -0.1943 -4.6509 0.0862
H 0.6435 0.6593 -4.4012 0.0536
H -2.6747 2.1117 -3.4402 0.0956
H -2.7213 1.4561 -1.8026 0.0766
H -2.9084 0.3795 -3.1907 0.0935
H -0.3926 3.1469 -3.1457 0.0970
H 0.8944 2.2622 -2.3315 0.0586
H -0.5652 2.6887 -1.4536 0.0789
H -1.3180 -0.8616 -1.9751 0.0466
```

For the HOMO-LUMO gap, the calculation gives 7.6076 eV. For the HOMO energy, the calculation gives -11.96 eV. The total charge is +1. As for the LUMO energy: -0.15986 hartree.

***

Q:
Entry from the OMol25 dataset: a molecular structure, C13H32GeNSn (wB97M-V/def2-TZVPD).

```
48
Properties=species:S:1:pos:R:3:lowdin_charge:R:1
Sn 2.3045 -0.2904 -2.6325 1.2017
N 4.7705 0.6139 -2.9674 -0.0473
H 5.3395 -0.0100 -3.5325 0.0507
H 5.2522 0.7257 -2.0792 0.0431
H 4.7960 1.5199 -3.4281 0.0482
C -2.7429 3.2716 1.5726 -0.1039
C -2.4751 3.4470 0.0794 -0.2586
C -1.9974 2.1572 -0.5968 -0.2830
C -0.5990 1.7510 -0.1382 -0.3082
Ge 0.0073 -0.0610 -0.6943 0.8951
C -1.1961 -1.5987 -1.1571 -0.2857
C -2.6461 -1.4523 -0.7129 -0.2882
C -2.7712 -1.2205 0.7911 -0.2899
C -4.2247 -1.2041 1.2527 -0.0994
H -3.1648 4.1840 1.9910 0.0750
H -1.8328 3.0479 2.1297 0.0633
H -3.4554 2.4617 1.7395 0.0727
H -1.7333 4.2356 -0.0718 0.1090
H -3.4000 3.7653 -0.4051 0.1089
H -1.9952 2.2969 -1.6800 0.1106
H -2.7153 1.3678 -0.3596 0.0798
H -0.5353 1.7576 0.9530 0.0570
H 0.1582 2.4400 -0.5177 0.0726
H 0.2581 0.3820 -2.2677 -0.0999
H -0.7510 -2.4814 -0.6982 0.0524
H -1.1221 -1.7051 -2.2400 0.0658
H -3.1778 -2.3727 -0.9702 0.1202
H -3.1247 -0.6389 -1.2631 0.1048
H -2.2898 -0.2703 1.0565 0.0780
H -2.2383 -2.0190 1.3164 0.1140
H -4.8152 -0.5050 0.6591 0.0760
H -4.2966 -0.9032 2.2969 0.0746
H -4.6663 -2.1951 1.1504 0.0781
C 2.0562 -2.6702 0.3334 -0.0634
C 2.5989 -1.2572 0.5549 -0.7227
C 4.1159 -1.2393 0.3319 -0.0766
C 2.2884 -0.8383 1.9965 -0.0541
C 1.9601 -0.2684 -0.4276 -0.5709
H 2.6163 -3.4062 0.9094 0.0949
H 2.1086 -2.9475 -0.7244 0.0814
H 1.0158 -2.7154 0.6572 0.0702
H 4.6281 -1.9025 1.0289 0.0931
H 4.5017 -0.2270 0.4726 0.0850
H 4.3445 -1.5676 -0.6880 0.0616
H 2.6723 -1.5702 2.7080 0.0940
H 1.2062 -0.7640 2.1377 0.0798
H 2.7310 0.1308 2.2320 0.0903
H 2.2361 0.7456 -0.0987 0.0493
```

For the HOMO-LUMO gap, the calculation gives 7.4005 eV. For the HOMO energy, the calculation gives -11.99 eV. The total charge is +1. As for the LUMO energy: -0.16872 hartree.

***

The calculated energies rank the structures as follows, beginning with the most stable: P, Q.

***

P:
Entry from the OMol25 dataset: 2 unconnected molecules or ions with the total composition C5H14NO2 (wB97M-V/def2-TZVPD).

```
22
Properties=species:S:1:pos:R:3:lowdin_charge:R:1
C -1.9799 2.4087 0.9298 -0.2855
O -2.2407 3.0688 -0.3087 -0.0766
C -0.9298 1.3479 0.6725 -0.2645
C -0.5902 0.5639 1.9403 -0.1080
H -1.6844 3.1190 1.7070 0.1191
H -2.8968 1.8929 1.2427 0.1158
H -2.6725 3.9095 -0.1567 0.0745
H -1.2940 0.7044 -0.1222 0.0885
H -0.0244 1.8277 0.2887 0.1131
H -1.4615 0.3685 2.5672 0.0726
H -0.0884 -0.3663 1.6920 0.0462
H 0.1156 1.1330 2.5514 0.0718
C 2.2442 -3.0050 -1.1331 -0.1384
N 2.1911 -1.5649 -1.4010 -0.1042
C 0.8007 -1.1395 -1.6121 -0.3777
O 0.0163 -1.0980 -0.5346 0.0367
H 1.4226 -3.3183 -0.4784 0.0746
H 3.2021 -3.2563 -0.6812 0.0754
H 2.1851 -3.5799 -2.0592 0.0751
H 2.4454 -1.0796 -0.5439 0.0972
H 0.4019 -1.7741 -2.4262 0.1462
H 0.8378 -0.1625 -2.1343 0.1479
```

For the HOMO-LUMO gap (alpha / beta), the calculation gives 10.6445 / 7.7229 eV. For the HOMO energy (alpha / beta), the calculation gives -9.59 / -9.50 eV. The spin multiplicity is 2. As for the LUMO energy (alpha / beta): 0.03884 / -0.06532 hartree.

***

Q:
Entry from the OMol25 dataset: 2 unconnected molecules or ions with the total composition C5H14NO2 (wB97M-V/def2-TZVPD).

```
22
Properties=species:S:1:pos:R:3:lowdin_charge:R:1
C 1.9029 0.2669 -1.4393 -0.0645
C 0.4560 0.5278 -2.1277 -0.2027
N -0.6733 -0.0029 -1.3187 -0.0105
C -0.2080 1.0555 0.9136 -0.0795
C -0.5528 -0.2083 0.1248 -0.3189
C 0.3081 -1.4040 1.0027 -0.2870
O -0.5149 -1.5819 1.9787 -0.0861
H 2.1448 -0.7693 -1.6899 0.0726
H 1.9522 0.7142 -0.4370 0.0434
H 2.5766 0.9276 -1.9839 0.0592
H 0.3191 0.1645 -3.0979 0.0818
H 0.4402 1.6291 -2.1773 0.1014
H -0.9400 -0.9076 -1.7031 0.1164
H -0.7105 1.8588 0.3851 0.0894
H -0.5469 0.9949 2.0325 0.1214
H 0.8726 1.2804 0.9231 0.0634
H -1.5197 -0.4455 0.5571 0.0863
H 0.3002 -2.4529 0.3744 0.1656
H 1.4201 -1.0989 1.2895 0.1361
H -1.9265 -0.8609 2.2528 0.0690
H -2.2770 0.5369 1.9059 -0.0036
O -2.8234 -0.2242 2.2347 -0.1532
```

For the HOMO-LUMO gap (alpha / beta), the calculation gives 10.0043 / 7.1807 eV. For the HOMO energy (alpha / beta), the calculation gives -9.28 / -9.45 eV. The spin multiplicity is 2. As for the LUMO energy (alpha / beta): 0.02658 / -0.08339 hartree.

***

The calculated energies rank the structures as follows, beginning with the most stable: P, Q.

***

P:
Entry from the OMol25 dataset: 2 unconnected molecules or ions with the total composition C4H4 (wB97M-V/def2-TZVPD).

```
8
Properties=species:S:1:pos:R:3:lowdin_charge:R:1
C -0.7239 0.7213 0.8151 -0.0500
C -1.8443 0.7227 1.2705 0.0144
H 0.2988 0.7235 0.4253 0.0007
H -2.8036 0.6105 1.7387 0.0193
C 0.8064 -0.7879 -0.6998 -0.0716
C 1.7501 -0.5898 -1.3785 0.0283
H 0.0609 -1.1956 -0.0713 0.0236
H 2.5144 -0.5356 -2.1362 0.0354
```

For the HOMO-LUMO gap, the calculation gives 11.5632 eV. For the HOMO energy, the calculation gives -10.42 eV. Its SMILES is C#C.C#C. As for the LUMO energy: 0.04201 hartree.

***

Q:
Entry from the OMol25 dataset: a molecular structure, C4H4 (wB97M-V/def2-TZVPD).

```
8
Properties=species:S:1:pos:R:3:lowdin_charge:R:1
C -0.5569 0.2422 1.0526 -0.4311
C -1.3837 -0.2543 1.9112 0.2293
C 0.4753 1.3389 0.5290 -0.0855
C 0.2203 0.0281 -0.1326 0.1163
H 0.0252 2.2305 0.1412 0.0922
H 1.3706 1.4905 1.0659 0.0820
H -0.1381 -2.8926 -2.4395 0.0122
H -0.0126 -2.1833 -2.1278 -0.0154
```

For the HOMO-LUMO gap, the calculation gives 8.3969 eV. For the HOMO energy, the calculation gives -10.05 eV. As for the LUMO energy: -0.06089 hartree.

***

The calculated energies rank the structures as follows, beginning with the most stable: P, Q.

***

P:
Entry from the OMol25 dataset: 2 unconnected molecules or ions with the total composition C4H4 (wB97M-V/def2-TZVPD).

```
8
Properties=species:S:1:pos:R:3:lowdin_charge:R:1
C -0.9950 1.1108 0.5207 -0.3780
C -2.1178 1.6566 0.8067 0.1443
C -0.4257 0.2462 -0.7754 -0.0866
C 0.2057 0.2629 0.4779 -0.1696
H -1.0992 -0.5032 -1.2261 0.1167
H 0.0298 0.9337 -1.5124 0.1139
H 1.1373 0.6816 0.7452 0.0707
H -0.1241 -1.4618 1.6303 0.1886
```

For the HOMO-LUMO gap (alpha / beta), the calculation gives 8.6752 / 8.4641 eV. For the HOMO energy (alpha / beta), the calculation gives -9.86 / -9.35 eV. As for the LUMO energy (alpha / beta): -0.04340 / -0.03268 hartree.

***

Q:
Entry from the OMol25 dataset: a single C4H4 molecule (wB97M-V/def2-TZVPD).

```
8
Properties=species:S:1:pos:R:3:lowdin_charge:R:1
C -2.0978 0.1416 -0.0527 0.1318
C -0.9075 0.0155 0.1585 -0.1533
C 0.4217 -0.5503 0.1844 -0.1828
C 1.4470 0.2732 -0.0958 0.0199
H -3.0668 0.3713 -0.1499 -0.0162
H 0.4722 -1.6643 0.4277 0.1258
H 2.4893 0.1518 -0.2293 0.0478
H 1.2419 1.2611 -0.2428 0.0270
```

For the HOMO-LUMO gap, the calculation gives 10.2387 eV. For the HOMO energy, the calculation gives -9.29 eV. Its SMILES is C#CC=C. As for the LUMO energy: 0.03488 hartree.

***

The calculated energies rank the structures as follows, beginning with the most stable: Q, P.

***

P:
Entry from the OMol25 dataset: 2 unconnected molecules or ions with the total composition C6H13P (wB97M-V/def2-TZVPD).

```
20
Properties=species:S:1:pos:R:3:lowdin_charge:R:1
C 1.1564 2.4661 2.9055 -0.0606
C 0.8855 1.6752 1.8978 -0.0628
C -0.2379 2.3406 2.5397 -0.2489
H 1.8949 3.0495 3.4137 0.0858
H 1.0163 1.1302 1.0297 0.0037
H -0.9724 1.7586 3.2254 0.0932
H -0.8896 3.1682 2.0501 0.0990
C 0.6239 0.0514 -1.7854 -0.3643
P -0.1335 -0.9180 -0.4428 0.8106
C -1.9369 -1.0277 -1.2252 -0.2377
C 0.5989 -2.5716 -0.7559 -0.3554
H 0.0768 0.9871 -1.8654 0.0234
H 1.7510 0.2562 -1.6412 0.0692
H 0.5575 -0.4619 -2.7288 0.0203
H -1.9243 -1.6709 -2.0697 0.0215
H -2.5684 -1.1989 -0.4452 -0.0235
H -2.0874 -0.0032 -1.5087 0.0131
H -0.2633 -3.3317 -0.9260 0.0575
H 1.2588 -2.6094 -1.6704 0.0415
H 1.1937 -3.0896 0.0028 0.0143
```

For the HOMO-LUMO gap, the calculation gives 9.4515 eV. For the HOMO energy, the calculation gives -8.43 eV. Its SMILES is C1=CC1.CP(C)C. As for the LUMO energy: 0.03737 hartree.

***

Q:
Entry from the OMol25 dataset: 2 unconnected molecules or ions with the total composition C6H13P (wB97M-V/def2-TZVPD).

```
20
Properties=species:S:1:pos:R:3:lowdin_charge:R:1
C -3.2091 -0.2512 -0.9184 -0.3688
C 2.1338 0.2744 -0.9035 -0.1003
C 1.1073 1.4811 1.0638 -0.0570
C -0.4988 -1.7058 1.1608 -0.0296
C 0.8540 0.8177 -0.3053 -0.5109
C -0.3565 -0.1272 -0.4869 -0.3709
P -2.0001 0.5494 -0.0625 0.8605
H -4.1575 0.1054 -0.6309 -0.0632
H -3.2885 -1.1905 -1.5033 0.0112
H 2.7072 1.0709 -1.2744 0.0592
H 1.9757 -0.4560 -1.7134 0.0768
H 2.8039 -0.3189 -0.3094 0.0726
H 0.4426 2.3498 1.0066 0.0741
H 2.0618 1.7941 1.2908 0.0491
H 0.6737 0.7646 1.7354 0.0476
H 0.1161 -2.6163 1.0455 -0.0028
H -1.5506 -2.1529 1.2958 0.0265
H -0.1270 -1.2421 2.1034 -0.0016
H 0.5065 1.5295 -1.0973 0.1266
H -0.1944 -0.6758 -1.4968 0.1007
```

For the HOMO-LUMO gap, the calculation gives 8.6687 eV. For the HOMO energy, the calculation gives -8.52 eV. As for the LUMO energy: 0.00539 hartree.

***

R:
Entry from the OMol25 dataset: 2 unconnected molecules or ions with the total composition C6H13P (wB97M-V/def2-TZVPD).

```
20
Properties=species:S:1:pos:R:3:lowdin_charge:R:1
C -0.6903 -0.6103 -1.1614 -0.1109
C -0.7549 0.5639 -0.2679 -0.3819
C -0.1969 -0.7096 0.2866 -0.3210
C -2.0466 1.0769 0.3746 -0.0575
C -0.6006 -1.6869 1.3011 -0.1104
C 2.4152 1.0053 -0.6773 -0.4523
P 2.3922 -0.3045 0.6797 0.8064
H -1.6420 -1.2407 -1.4258 0.1412
H -0.0278 -0.5250 -2.0464 0.0917
H -0.3060 1.5155 -0.5509 0.1189
H -1.6023 1.6825 1.2072 0.0979
H -2.7000 0.3446 0.7219 0.0470
H -2.4014 1.8271 -0.3130 0.0701
H -1.6213 -1.5352 1.3929 0.0460
H -0.1810 -1.4701 2.3408 0.1012
H -0.1734 -2.5840 0.9670 0.0632
H 3.4255 1.3229 -0.8014 -0.0021
H 2.0221 1.8489 -0.1655 -0.0191
H 1.8183 0.6601 -1.5825 0.0411
H 2.8711 -1.1815 -0.2799 -0.1694
```

For the HOMO-LUMO gap, the calculation gives 8.0978 eV. For the HOMO energy, the calculation gives -7.73 eV. As for the LUMO energy: 0.01360 hartree.

***

The calculated energies rank the structures as follows, beginning with the most stable: P, R, Q.

***

P:
Entry from the OMol25 dataset: a gas-phase ion, C4H6N (charge +1) (wB97M-V/def2-TZVPD).

```
11
Properties=species:S:1:pos:R:3:lowdin_charge:R:1
C -0.2087 0.8146 -0.2705 0.0176
C -0.5960 -0.1415 -1.1147 0.0259
C 0.4985 0.4922 0.9674 -0.3029
C -0.9384 -1.1179 -1.8524 0.1298
N 0.8095 -0.7709 1.2342 0.2269
H -0.4087 1.8514 -0.4923 0.1372
H 1.3736 1.2021 1.0821 0.2161
H 0.0225 1.0491 1.8283 0.2135
H -1.9090 -1.5950 -1.7797 0.1166
H -0.3220 -1.5106 -2.6513 0.1156
H 1.2899 -0.9456 2.1146 0.1036
```

For the HOMO-LUMO gap (alpha / beta), the calculation gives 9.4922 / 6.4693 eV. For the HOMO energy (alpha / beta), the calculation gives -15.88 / -15.21 eV. The total charge is +1. As for the LUMO energy (alpha / beta): -0.23474 / -0.32117 hartree.

***

Q:
Entry from the OMol25 dataset: 2 unconnected molecules or ions with the total composition C4H6N (wB97M-V/def2-TZVPD).

```
11
Properties=species:S:1:pos:R:3:lowdin_charge:R:1
C 4.0016 -0.2320 -0.0157 0.3685
C -0.9463 0.6488 0.3564 -0.1250
C -1.4267 -0.4016 -0.4235 0.2252
C 0.6343 0.2192 0.3411 -0.2453
N 1.3756 0.1846 -0.5881 0.1908
H 4.4008 -0.8043 -0.8471 -0.0987
H -0.6917 1.6786 0.1018 0.1551
H -1.3298 0.5571 1.3267 0.1052
H -1.9953 -1.1078 0.0687 0.0908
H -1.3468 -0.3949 -1.5177 0.1322
H 0.7979 0.1625 1.5119 0.2013
```

For the HOMO-LUMO gap (alpha / beta), the calculation gives 7.7637 / 5.9414 eV. For the HOMO energy (alpha / beta), the calculation gives -14.59 / -13.22 eV. The total charge is +1. As for the LUMO energy (alpha / beta): -0.25096 / -0.26742 hartree.

***

The calculated energies rank the structures as follows, beginning with the most stable: P, Q.